Entry 1:
Formula: C10H16
Source: the OMol25 dataset
Level of theory: wB97M-V/def2-TZVPD

Atoms and positions in Å:
C (1.1840, -2.4498, -1.1962)
C (1.1507, -0.9836, -0.9147)
C (0.4339, -0.1466, -1.7481)
C (0.5334, 1.2454, -1.5396)
C (1.0971, 1.7362, -0.3600)
C (1.8034, 0.8513, 0.4350)
C (1.9189, -0.5069, 0.1425)
H (0.4614, -2.9563, -0.4944)
H (2.1015, -2.9878, -1.0761)
H (0.6768, -2.7473, -2.1177)
H (-0.3074, -0.4637, -2.4686)
H (0.2265, 1.9609, -2.2930)
H (0.9832, 2.7883, -0.1365)
H (2.5357, 1.1496, 1.1768)
H (2.5006, -1.1663, 0.7749)
C (-2.7102, -0.9445, 1.7722)
C (-1.7984, 0.0803, 1.0513)
C (-2.1154, 1.5150, 1.4924)
H (-2.2947, -1.0826, 2.7734)
H (-2.6633, -1.8892, 1.2242)
H (-3.7436, -0.5780, 1.6658)
H (-0.7886, 0.0108, 1.4671)
H (-1.9760, -0.0695, -0.0130)
H (-1.8050, 2.2726, 0.7818)
H (-3.1886, 1.6762, 1.5680)
H (-1.8905, 1.7149, 2.5547)

Atomic forces in eV per Å
C -2.77 -1.31 0.71
C 0.61 -1.40 -0.39
C 0.07 1.91 0.49
C -0.14 -0.37 0.64
C 0.00 -0.29 -0.94
C 1.54 -0.69 0.50
C -1.16 1.14 -0.53
H 0.75 0.39 -0.05
H 0.75 0.13 -0.06
H 0.59 0.39 -0.41
H 0.55 -0.50 -0.43
H -0.64 -0.14 0.12
H 0.46 0.04 0.05
H -0.64 0.68 0.47
H 0.07 0.03 -0.19
C 0.69 0.49 -0.95
C -0.60 0.53 1.48
C -1.68 -0.02 0.35
H -0.84 -0.06 0.15
H 0.06 -0.10 0.27
H 0.25 -0.26 0.73
H 0.29 -0.89 -1.19
H 0.81 0.29 -0.06
H 0.67 0.17 0.26
H -0.57 -0.17 -0.47
H 0.89 0.01 -0.57

Results
Molar mass   136.2 Da
Strongest force on any atom   3.15 eV Å⁻¹
Highest occupied orbital energy   -8.952 eV

***

Entry 2:
Formula: C4H9IO2
Source: the OMol25 dataset
Level of theory: wB97M-V/def2-TZVPD

Atoms and positions in Å:
C (-1.4471, -2.1563, -0.1624)
C (1.6375, 1.5698, -1.3921)
C (-1.5345, -1.0277, -1.1542)
C (1.5688, 1.2308, 0.0461)
O (1.0751, 1.6921, 0.9856)
O (-0.6342, -0.2918, -1.3916)
I (2.3779, -0.8394, 0.4845)
H (-0.3697, -2.3986, -0.0926)
H (-2.0860, -1.8444, 0.6321)
H (-1.7291, -3.1303, -0.7109)
H (0.6723, 0.9152, -1.7772)
H (2.6131, 1.3522, -1.8068)
H (1.5435, 2.6944, -1.4492)
H (-0.5380, 1.8518, 4.3055)
H (-2.5930, -1.0717, -1.5438)
H (-0.5567, 1.4541, 5.0271)

Atomic forces in eV per Å
C 1.81 -1.80 -3.01
C -1.95 0.51 -0.16
C -1.67 -2.24 0.97
C 0.69 -1.84 -0.29
O -0.71 1.47 0.72
O -0.06 0.84 -0.80
I 0.32 -0.03 -0.26
H -0.44 0.69 1.45
H -0.08 -0.52 1.11
H -0.71 1.50 0.94
H 2.81 1.99 0.35
H -0.16 -0.67 -0.20
H -0.51 -1.15 -0.17
H -0.04 -1.14 2.05
H 0.65 1.23 -0.65
H 0.05 1.14 -2.06

Results
Molar mass   216.0 Da
Strongest force on any atom   3.94 eV Å⁻¹
Highest occupied orbital energy   -9.037 eV

***

Entry 3:
Formula: C38H39AsB2CaN12OS2
Source: the OMol25 dataset
Level of theory: wB97M-V/def2-TZVPD

Atoms and positions in Å:
Ca (-0.1518, -0.0820, -0.0298)
C (-3.2461, -1.1581, 3.1699)
C (-2.2567, -1.5239, 2.2574)
N (-1.9361, -0.4972, 1.4780)
N (-2.7187, 0.5423, 1.8531)
C (-3.5030, 0.1672, 2.8807)
B (-2.4468, 1.9618, 1.2829)
N (-2.4726, 2.0060, -0.2881)
C (-3.3737, 2.7289, -0.9934)
C (-2.9644, 2.7943, -2.3040)
C (-1.7698, 2.0704, -2.3203)
N (-1.4775, 1.6052, -1.1184)
N (-1.0689, 2.4577, 1.8027)
C (-0.8269, 3.2771, 2.8463)
C (0.5325, 3.4580, 2.9587)
C (1.0634, 2.6769, 1.9284)
N (0.1039, 2.0683, 1.2471)
N (-3.5378, 2.9203, 1.7511)
C (-3.4993, 4.2795, 1.7498)
C (-4.7837, 4.7449, 1.8494)
C (-5.5698, 3.5779, 1.8706)
N (-4.8248, 2.4915, 1.7908)
H (-3.7182, -1.7637, 3.9225)
H (-1.7600, -2.4722, 2.1168)
H (-4.2039, 0.8597, 3.3101)
H (-4.2477, 3.1396, -0.5188)
H (-3.4584, 3.2908, -3.1197)
H (-1.1041, 1.8672, -3.1455)
H (-1.6334, 3.6764, 3.4359)
H (1.0555, 4.0683, 3.6729)
H (2.0942, 2.5101, 1.6585)
H (-2.5694, 4.8142, 1.6582)
H (-5.1039, 5.7704, 1.9014)
H (-6.6413, 3.4841, 1.9470)
C (3.1289, -2.1935, 5.1229)
N (3.5375, -1.8113, 3.7777)
C (4.6703, -2.1688, 3.1515)
C (4.6263, -1.5957, 1.8930)
N (3.4858, -0.9090, 1.7680)
B (3.0374, -0.2108, 0.4084)
N (2.9019, -1.2938, -0.6748)
C (3.5940, -1.3116, -1.8698)
C (3.2073, -2.4043, -2.5603)
N (2.2782, -3.0612, -1.7805)
C (1.5679, -4.2644, -2.1596)
C (2.0888, -2.3752, -0.6336)
S (1.0541, -2.8096, 0.6462)
C (2.7735, -1.0354, 2.9388)
S (1.2784, -0.4321, 3.3073)
H (3.8928, -2.8414, 5.5425)
H (2.1796, -2.7202, 5.0719)
H (3.0161, -1.3029, 5.7359)
H (5.4246, -2.7825, 3.6114)
H (5.3531, -1.6552, 1.1011)
H (3.8936, 0.5648, 0.0956)
H (2.0060, 0.3653, 0.6397)
H (4.2960, -0.5353, -2.1150)
H (3.5001, -2.7782, -3.5246)
H (2.1194, -4.7555, -2.9575)
H (0.5662, -4.0129, -2.5055)
H (1.4920, -4.9271, -1.3004)
O (-0.7177, -1.3907, -1.8222)
As (-1.9866, -1.8862, -2.7708)
C (-3.5550, -0.7943, -2.5974)
C (-4.0367, -0.5577, -1.3147)
C (-5.2310, 0.1241, -1.1401)
C (-5.9526, 0.5482, -2.2478)
C (-5.4779, 0.3023, -3.5276)
C (-4.2758, -0.3679, -3.7073)
C (-2.5428, -3.6344, -2.2281)
C (-3.5994, -4.2688, -2.8744)
C (-4.0247, -5.5091, -2.4279)
C (-3.4044, -6.1046, -1.3358)
C (-2.3646, -5.4590, -0.6836)
C (-1.9303, -4.2160, -1.1267)
C (-1.4618, -1.9305, -4.6121)
C (-1.3543, -3.1419, -5.2848)
C (-0.9222, -3.1619, -6.6049)
C (-0.5940, -1.9769, -7.2452)
C (-0.6930, -0.7670, -6.5694)
C (-1.1239, -0.7424, -5.2535)
H (-3.4837, -0.8996, -0.4457)
H (-5.5855, 0.3359, -0.1390)
H (-6.8876, 1.0755, -2.1099)
H (-6.0430, 0.6293, -4.3905)
H (-3.9214, -0.5666, -4.7114)
H (-4.1005, -3.8007, -3.7148)
H (-4.8442, -6.0096, -2.9262)
H (-3.7417, -7.0730, -0.9903)
H (-1.8895, -5.9161, 0.1748)
H (-1.1271, -3.6987, -0.6136)
H (-1.6113, -4.0717, -4.7914)
H (-0.8460, -4.1049, -7.1297)
H (-0.2596, -1.9935, -8.2740)
H (-0.4361, 0.1574, -7.0693)
H (-1.1999, 0.2037, -4.7291)

Atomic forces in eV per Å
Ca 0.40 -0.41 -0.29
C -0.02 0.05 -0.02
C 0.02 -0.06 0.01
N 0.03 0.20 -0.17
N -0.02 -0.07 0.15
C -0.02 0.00 -0.01
B -0.11 0.12 -0.08
N -0.03 0.44 -0.03
C 0.01 -0.04 0.02
C -0.02 -0.03 0.05
C 0.02 -0.06 -0.10
N 0.02 -0.24 0.36
N 0.06 0.13 0.08
C -0.07 -0.02 0.08
C 0.01 -0.02 -0.01
C 0.05 -0.07 0.01
N -0.23 -0.12 -0.12
N -0.04 0.04 -0.07
C 0.03 0.00 0.03
C 0.04 0.02 -0.03
C -0.01 -0.02 0.02
N -0.07 -0.04 0.04
H 0.00 -0.01 0.00
H -0.01 -0.01 0.02
H 0.01 -0.05 0.02
H -0.02 0.03 -0.04
H 0.00 0.00 -0.01
H 0.00 0.02 0.01
H 0.02 -0.01 0.03
H 0.01 0.00 0.01
H 0.01 0.03 0.00
H -0.01 0.02 0.00
H -0.02 0.00 -0.01
H -0.01 0.01 -0.01
C 0.03 -0.03 0.01
N -0.12 0.03 0.06
C 0.00 0.05 -0.14
C 0.15 -0.09 0.12
N -0.33 0.01 0.15
B 0.03 -0.01 0.35
N -0.08 -0.01 -0.05
C 0.09 -0.01 -0.17
C 0.07 0.11 -0.02
N 0.01 0.04 0.03
C -0.05 -0.03 0.01
C 0.02 -0.11 0.06
S -0.12 0.09 0.11
C 0.38 0.06 -0.42
S -0.16 0.00 0.01
H 0.01 0.01 0.00
H 0.01 0.00 0.03
H -0.01 -0.02 0.02
H -0.01 -0.01 0.02
H -0.01 0.02 -0.02
H 0.07 0.03 -0.08
H 0.06 -0.02 -0.02
H 0.01 -0.02 -0.04
H 0.02 0.02 -0.01
H 0.00 -0.01 0.00
H -0.02 -0.02 0.01
H -0.02 0.01 -0.01
O 0.13 0.19 0.17
As -0.21 0.11 -0.01
C -0.04 -0.07 -0.08
C 0.02 -0.03 0.11
C 0.01 -0.01 0.00
C 0.01 0.00 0.01
C -0.01 0.01 0.00
C -0.02 -0.06 -0.06
C 0.02 0.03 -0.01
C -0.05 -0.02 -0.02
C -0.01 -0.02 -0.01
C 0.01 -0.01 0.01
C 0.00 0.01 -0.02
C 0.01 -0.01 0.03
C 0.03 -0.12 0.03
C -0.03 -0.04 -0.04
C 0.00 0.00 0.03
C 0.00 0.00 0.00
C 0.01 0.00 -0.02
C -0.02 0.09 0.04
H -0.01 0.01 -0.03
H 0.00 -0.01 0.01
H 0.00 0.00 -0.01
H 0.00 0.01 0.00
H 0.05 0.00 0.00
H 0.02 0.02 0.00
H 0.00 0.00 0.00
H 0.00 0.00 0.01
H -0.01 -0.01 0.00
H 0.02 0.00 -0.04
H 0.00 0.02 0.02
H 0.01 0.00 -0.01
H 0.00 0.00 0.00
H 0.00 0.00 0.00
H -0.01 -0.04 -0.01

Results
⟨S²⟩   0.7727
Molar mass   880.6 Da
Strongest force on any atom   0.64 eV Å⁻¹
Charge   +1
Highest occupied orbital energy (alpha / beta)   -10.111 / -10.101 eV
Multiplicity   2

***

Entry 4:
Formula: C2H2NO3S
Source: the OMol25 dataset
Level of theory: wB97M-V/def2-TZVPD

Atoms and positions in Å:
C (0.4134, 0.7538, -0.3279)
C (0.3125, 0.4256, -1.7994)
N (0.5225, 1.7994, -1.0455)
O (-1.7109, -0.1887, 1.6932)
O (0.4071, -0.2114, 2.9737)
O (-0.1082, -1.9924, 1.3510)
S (-0.3123, -0.6046, 1.7951)
H (1.0824, -0.0852, -2.2403)
H (-0.6066, 0.1036, -2.3999)

Atomic forces in eV per Å
C -0.91 -0.37 -0.37
C -2.46 0.55 1.18
N -0.16 -2.04 0.30
O 1.32 0.22 0.06
O 0.49 0.54 -0.30
O 0.51 1.78 0.04
S -1.91 -1.28 -1.48
H 2.57 -0.62 -0.89
H 0.55 1.21 1.44

Results
Molar mass   120.1 Da
Strongest force on any atom   2.79 eV Å⁻¹
Charge   -1
Highest occupied orbital energy (alpha / beta)   -4.401 / -4.399 eV

***

Entry 5:
Formula: C9H9IN
Source: the OMol25 dataset
Level of theory: wB97M-V/def2-TZVPD

Atoms and positions in Å:
C (0.9583, -1.2433, -1.4045)
C (0.7491, -0.0499, -0.7397)
C (-1.8539, 0.1907, -0.9967)
C (-0.4628, 0.7918, -0.9467)
C (0.7446, -0.3036, 1.7362)
C (1.3964, 0.3475, 0.5112)
C (-1.9811, 0.4484, 0.3210)
C (0.3355, 1.0689, 1.3175)
C (0.0270, -1.6517, -2.3173)
N (-0.7889, 1.1567, 0.4517)
I (-0.0828, -3.5695, -3.0614)
H (-2.5263, -0.0917, -1.7754)
H (-0.2767, 1.6466, -1.6060)
H (0.0590, -1.1226, 1.5757)
H (1.3792, -0.4207, 2.6018)
H (2.4616, 0.5238, 0.5422)
H (-2.7088, 0.2887, 1.0922)
H (0.5536, 1.9326, 1.9284)
H (-0.7277, -0.9865, -2.7030)
H (1.7677, -1.8951, -1.1108)

Atomic forces in eV per Å
C 0.39 -0.15 -0.30
C -0.61 -0.17 0.34
C -0.15 -0.29 0.49
C -0.28 0.46 -0.21
C -0.27 0.03 0.15
C 0.23 0.21 -0.25
C -0.27 -0.19 -0.32
C 0.28 -0.40 0.51
C 0.10 -0.85 -0.43
N 0.60 0.74 -0.27
I 0.11 0.73 0.25
H -0.21 -0.09 -0.24
H 0.10 0.01 0.00
H -0.12 -0.01 -0.06
H 0.14 0.05 -0.01
H 0.07 0.03 0.08
H -0.26 -0.02 0.17
H 0.13 -0.02 0.02
H -0.03 0.00 0.00
H 0.04 -0.09 0.08

Results
Molar mass   258.1 Da
Strongest force on any atom   0.99 eV Å⁻¹
Charge   +1
Highest occupied orbital energy   -12.454 eV

***

Entry 6:
Formula: C26H33F3O4
Source: the OMol25 dataset
Level of theory: wB97M-V/def2-TZVPD

Atoms and positions in Å:
C (5.0956, -3.5423, 1.7502)
C (3.5442, -3.0839, 1.5012)
C (2.8597, -4.3288, 0.7198)
C (2.8380, -2.9681, 2.9319)
C (2.3695, -1.5095, 3.3920)
C (1.8992, -0.5144, 2.2495)
C (2.7675, 0.7889, 2.0477)
C (2.4047, 1.8738, 1.0025)
C (1.1413, 1.7226, 0.0714)
C (0.2755, 0.4393, 0.2591)
C (0.6659, -0.6514, 1.3336)
C (-0.2827, -1.9159, 1.4376)
O (0.0651, -3.1170, 1.5337)
C (-1.8689, -1.6077, 1.3491)
C (-2.8864, -2.3320, 2.2562)
C (-4.3875, -1.9764, 2.0963)
C (-5.4178, -2.7001, 3.0754)
F (-4.6811, -3.5243, 3.9834)
F (-6.1037, -1.6834, 3.7924)
F (-6.2967, -3.5772, 2.3826)
C (-4.7740, -0.9403, 1.0013)
C (-3.7548, -0.2109, 0.0774)
C (-2.2537, -0.5322, 0.2618)
C (-1.0728, 0.1721, -0.5888)
O (-1.1805, 0.4806, -1.8015)
H (5.5678, -2.9347, 2.5976)
H (5.6882, -3.4586, 0.7596)
H (5.0440, -4.6323, 2.0908)
H (3.6074, -2.1265, 0.8895)
H (2.2381, -4.0225, -0.1886)
H (2.2413, -5.0091, 1.4216)
H (3.7043, -5.0171, 0.3232)
H (1.9418, -3.6828, 3.0837)
H (3.6174, -3.3255, 3.7136)
H (1.4948, -1.6406, 4.1353)
H (3.2119, -1.0070, 3.9972)
H (3.6876, 0.9877, 2.7141)
H (3.0229, 2.8240, 0.8929)
H (0.8697, 2.5388, -0.6675)
H (-2.4598, -3.0749, 3.0186)
H (-5.8964, -0.7090, 0.9016)
H (-4.1049, 0.5522, -0.6982)
C (-4.6788, 3.6931, -1.0449)
C (-3.5850, 4.7380, -1.1995)
C (-3.0867, 4.8096, -2.6344)
O (-2.4968, 4.4168, -0.3356)
H (-4.3055, 2.6969, -1.3031)
H (-5.0192, 3.6441, -0.0069)
H (-5.5359, 3.9208, -1.6839)
H (-3.9655, 5.7164, -0.8933)
H (-2.6588, 3.8515, -2.9474)
H (-2.2933, 5.5562, -2.7283)
H (-3.8960, 5.0712, -3.3211)
H (-2.1528, 3.5521, -0.5987)
C (3.6227, 1.8641, -4.3980)
C (2.5407, 1.2790, -3.5039)
C (1.4066, 0.6845, -4.3234)
O (2.0251, 2.3011, -2.6523)
H (3.2214, 2.6713, -5.0195)
H (4.4256, 2.2980, -3.7957)
H (4.0500, 1.0999, -5.0522)
H (2.9730, 0.5075, -2.8606)
H (0.9285, 1.4510, -4.9423)
H (0.6314, 0.2785, -3.6680)
H (1.7677, -0.1151, -4.9755)
H (1.6399, 2.9895, -3.2118)

Atomic forces in eV per Å
C -0.84 0.11 -0.12
C 0.78 -1.77 0.45
C 0.68 -0.44 -0.54
C 0.15 -0.05 0.87
C -0.53 0.29 0.25
C -0.13 2.88 -2.35
C -2.69 0.20 -2.11
C -2.39 -2.99 0.23
C 0.76 -3.15 3.09
C 2.00 0.56 1.55
C 1.43 1.73 -0.11
C -0.75 -1.74 -0.02
O -0.66 4.08 0.03
C -1.68 1.33 -0.73
C -0.52 2.53 -2.62
C 3.19 1.14 -2.10
C 1.04 0.06 -0.37
F -2.14 2.02 -1.78
F 0.97 -2.95 -1.42
F 1.61 2.40 1.96
C 2.03 -0.68 0.62
C 1.32 -2.62 2.66
C -2.31 -1.61 1.94
C 0.32 0.33 -1.09
O 0.05 -0.85 4.30
H -0.47 -0.70 -1.36
H -0.84 -0.17 1.76
H 0.33 1.44 -0.48
H -0.64 -1.19 0.88
H 0.67 -0.38 1.43
H 0.87 1.39 -1.14
H -1.34 1.16 0.45
H 1.50 1.23 -0.75
H -1.26 0.64 -1.14
H 1.30 0.25 -1.15
H -1.30 -0.56 -1.15
H -1.71 -0.54 -1.17
H -0.88 -1.58 0.25
H 0.40 -1.47 1.12
H -0.99 1.26 -1.34
H 2.03 -0.30 0.07
H 0.54 -1.37 1.34
C -0.28 0.06 0.22
C 0.17 -0.63 -0.32
C 0.08 0.25 -0.15
O 0.07 0.18 0.20
H 0.05 0.12 -0.16
H 0.01 0.08 -0.09
H 0.04 -0.07 0.03
H 0.18 -0.09 0.13
H -0.14 -0.04 0.05
H -0.13 0.00 0.04
H 0.07 -0.04 0.01
H -0.09 0.15 0.01
C 0.31 0.01 0.11
C -0.22 0.28 -0.63
C -0.19 -0.30 0.14
O 0.08 0.15 0.17
H -0.09 -0.13 -0.03
H -0.05 -0.11 -0.03
H -0.03 0.08 0.01
H -0.10 0.19 0.14
H 0.15 0.01 -0.04
H 0.12 0.02 -0.03
H -0.03 0.07 0.00
H 0.10 -0.18 0.01

Results
Molar mass   466.5 Da
Strongest force on any atom   4.48 eV Å⁻¹
Highest occupied orbital energy   -9.076 eV